C28H35MnN5P2Se as an isolated structure, computed with ωB97M-V with the def2-TZVPD basis set.

Last column: Löwdin spin population.
Positions of all 72 atoms, in Å:
Mn  -0.3298  3.5738  4.5321  4.309
C  1.5643  2.4508  4.8669  0.066
C  1.4737  2.6989  3.5011  0.109
C  1.0512  1.6786  2.4569  0.022
C  -0.4622  1.7247  2.1339  0.027
C  -1.3429  1.9929  3.3341  0.052
C  -1.1656  1.4808  4.6151  0.180
C  -0.0862  0.4883  5.0141  0.033
C  1.1915  1.1639  5.5689  0.029
C  -2.1357  4.5237  4.9224  -0.035
H  2.1707  3.1346  5.4580  0.008
H  1.9908  3.5784  3.1245  0.020
H  1.3404  0.6758  2.7831  0.002
H  1.6073  1.8730  1.5340  0.002
H  -0.6436  2.5277  1.4113  0.003
H  -0.7656  0.7889  1.6400  0.004
H  -2.3140  2.4258  3.1009  0.011
H  -2.0009  1.5778  5.3047  0.012
H  0.1606  -0.1504  4.1615  0.004
H  -0.4898  -0.1744  5.7868  0.004
H  1.0322  1.4042  6.6256  0.001
H  2.0321  0.4541  5.5354  0.007
H  -2.0686  5.1527  5.8159  0.002
H  -2.9528  3.8029  5.0543  -0.003
H  -2.3807  5.1739  4.0723  0.025
P  -1.5684  -1.4102  -2.6615  0.000
P  1.4682  -0.4837  -2.6002  0.000
N  -2.4346  -2.5181  -1.6262  0.000
N  -2.5661  -1.3402  -4.0766  0.000
N  2.2789  -1.4940  -1.4490  0.000
N  2.7873  0.2099  -3.5103  0.000
C  -0.2531  -2.5664  -3.2658  0.000
C  0.9353  -1.7708  -3.8214  0.000
C  -2.4689  -2.3161  -0.2468  0.000
C  -2.9509  -3.4576  0.3475  0.000
C  -3.2238  -4.3968  -0.6942  0.000
C  -2.8925  -3.8039  -1.8907  0.000
C  -3.3611  -0.2218  -4.3339  0.000
C  -4.1073  -0.4657  -5.4582  0.000
C  -3.7712  -1.7763  -5.9171  0.000
C  -2.8324  -2.2945  -5.0605  0.000
C  2.3801  -1.1104  -0.1104  0.000
C  3.1390  -2.0395  0.5539  0.000
C  3.5260  -3.0328  -0.3973  0.000
C  2.9947  -2.6814  -1.6130  0.000
C  3.9729  -0.3761  -3.9390  0.000
C  4.5453  0.4500  -4.8785  0.000
C  3.6840  1.5771  -5.0502  0.000
C  2.6152  1.4080  -4.2030  0.000
H  -0.7067  -3.2085  -4.0297  0.000
H  0.0916  -3.2091  -2.4507  0.000
H  1.8007  -2.4143  -4.0181  0.000
H  0.6464  -1.3016  -4.7663  0.000
H  -2.1426  -1.3732  0.1671  0.000
H  -3.1112  -3.6006  1.4070  0.000
H  -3.6387  -5.3888  -0.5769  0.000
H  -2.9538  -4.1691  -2.9038  0.000
H  -3.3046  0.6368  -3.6807  0.000
H  -4.8105  0.2187  -5.9117  0.000
H  -4.1707  -2.2786  -6.7876  0.000
H  -2.3252  -3.2469  -5.0721  0.000
H  1.8918  -0.2075  0.2260  0.000
H  3.3847  -2.0202  1.6064  0.000
H  4.1230  -3.9140  -0.2050  0.000
H  3.0529  -3.1755  -2.5705  0.000
H  4.3038  -1.3156  -3.5256  0.000
H  5.4911  0.2785  -5.3748  0.000
H  3.8448  2.4216  -5.7056  0.000
H  1.7420  2.0161  -4.0172  0.000
Se  -0.6190  6.7080  8.5067  0.055
C  -0.5189  5.6235  7.1315  0.046
N  -0.4439  4.8102  6.1000  0.005

frontier orbital gap (alpha / beta) = 6.020 / 5.572 eV
E_LUMO (alpha / beta) = 0.026 / -1.218 eV
spin multiplicity = 6


A 14-piece molecular cluster, C63H121N9O27 overall, computed with ωB97M-V with the def2-TZVPD basis set.

Last column: Mulliken charge in e.
Positions of all 220 atoms, in Å:
C  0.6208  1.7120  -0.9228  0.270
N  0.2407  0.6601  0.0391  0.953
C  -1.0723  1.0158  0.8455  -0.156
C  -0.1842  -0.5162  -0.8856  -0.164
C  1.4427  0.3400  0.9211  1.653
C  1.5256  1.1210  2.2252  -1.032
O  1.5635  2.4799  1.7763  -0.178
H  0.8749  2.6515  -0.4321  0.013
H  -0.1464  1.9109  -1.6711  -0.084
H  1.4435  1.2378  -1.4579  -0.149
H  -1.3120  0.2314  1.5634  0.226
H  -1.9413  1.1474  0.2008  -0.530
H  -0.8753  1.9635  1.3466  0.469
H  0.6401  -0.8490  -1.5163  0.112
H  -1.1023  -0.4281  -1.4664  -0.170
H  -0.4141  -1.3536  -0.2268  0.219
H  2.3317  0.2996  0.2916  -0.463
H  1.2358  -0.6925  1.2025  -0.395
H  2.4249  0.8207  2.7629  0.644
H  0.6405  1.1341  2.8613  -0.440
H  1.1058  3.0241  2.4212  0.060
C  -0.0055  2.1369  5.4172  0.135
C  -0.4342  3.4224  4.7155  0.393
O  -1.6129  3.8604  4.8187  -0.762
O  0.4702  3.9072  4.0058  -0.806
H  -0.7391  1.3447  5.2680  -0.599
H  0.0534  2.3165  6.4907  0.568
H  0.8588  1.6229  4.9964  0.056
C  -1.7792  -2.8658  -3.5615  -0.852
C  -2.0054  -3.4747  -4.9289  0.802
C  -0.7396  -4.0044  -5.5646  -0.817
O  -1.0656  -4.7369  -6.7797  -0.407
C  -0.0495  -5.5538  -7.3235  -0.712
N  -2.9832  -4.4900  -4.5686  -0.711
H  -0.8603  -2.2808  -3.5992  -0.392
H  -1.5041  -3.5621  -2.7693  0.566
H  -2.5369  -2.1428  -3.2594  0.258
H  -2.5269  -2.8608  -5.6632  0.204
H  -0.3515  -4.6841  -4.8060  0.438
H  -0.0753  -3.1428  -5.6304  0.339
H  0.0072  -6.5572  -6.9014  0.273
H  0.8516  -4.9566  -7.1837  0.298
H  -0.1934  -5.8213  -8.3703  0.253
H  -3.8730  -4.0566  -4.3672  0.189
H  -3.0492  -5.2547  -5.2251  0.227
C  4.7331  -2.4874  -3.5274  -1.570
C  4.2665  -1.0618  -3.7133  0.995
C  3.1656  -0.8522  -4.7410  -0.729
O  3.1571  0.5563  -4.9410  -0.401
C  1.9346  1.0776  -5.4453  -1.095
N  3.9943  -0.4743  -2.4264  0.954
H  3.9364  -3.2118  -3.6967  0.224
H  5.3323  -2.6540  -2.6322  0.304
H  5.3732  -2.8317  -4.3397  0.535
H  5.1326  -0.5131  -4.0833  0.083
H  2.1386  -1.1565  -4.5386  0.039
H  3.3910  -1.3238  -5.6975  0.515
H  1.0870  1.3004  -4.7971  0.285
H  1.4631  0.6058  -6.3073  0.474
H  2.2184  1.9920  -5.9662  0.503
H  4.9424  -0.3240  -2.1123  -0.559
H  3.5059  0.3940  -2.5926  -0.553
C  -2.9994  -0.0594  5.9611  -1.855
C  -3.9468  0.4598  4.8819  0.501
C  -3.2405  0.7925  3.5106  0.837
O  -4.1528  1.1465  2.5600  -0.222
C  -4.4844  2.5099  2.6942  -0.789
N  -5.0506  -0.4645  4.8685  -0.661
H  -3.5966  -0.2814  6.8454  0.516
H  -2.2593  0.6436  6.3435  0.510
H  -2.5820  -1.0114  5.6331  0.253
H  -4.4317  1.3587  5.2624  0.329
H  -2.7462  -0.1202  3.1779  -1.081
H  -2.6506  1.6912  3.6909  0.604
H  -4.9964  2.8919  3.5774  0.354
H  -5.2550  2.7223  1.9531  0.275
H  -3.6803  3.2189  2.4972  0.210
H  -4.7649  -1.4233  5.0074  0.187
H  -5.7310  -0.3608  4.1293  0.364
C  -6.4437  -0.8533  1.5265  -1.375
C  -5.4710  -1.6005  0.6248  0.563
C  -5.7852  -1.3990  -0.8451  0.157
O  -6.9434  -2.1880  -1.1863  -0.459
C  -7.6370  -1.8160  -2.3077  -0.724
N  -4.0817  -1.2344  1.0099  0.414
H  -7.4757  -1.1548  1.3473  0.575
H  -6.4539  0.1929  1.2210  0.159
H  -6.0488  -0.8649  2.5424  0.043
H  -5.5942  -2.6691  0.8014  0.248
H  -4.9539  -1.8474  -1.3893  0.397
H  -5.7721  -0.3172  -0.9778  -0.273
H  -6.8753  -1.8166  -3.0873  0.281
H  -7.9539  -0.7773  -2.4008  0.270
H  -8.5069  -2.4349  -2.5280  0.311
H  -4.1258  -0.7780  1.9098  -0.233
H  -3.9617  -0.4285  0.4132  -0.519
C  2.2627  -0.6703  6.4535  -1.121
C  2.5679  -2.1084  6.4762  -0.046
C  1.5667  -2.8570  5.6233  0.097
O  0.1938  -2.5358  5.8150  0.113
C  -0.3561  -2.8740  7.1282  -1.210
N  3.9014  -2.4289  5.9235  -0.678
H  2.9256  -0.1040  7.1077  0.511
H  1.2817  -0.5077  6.9000  0.358
H  2.2625  -0.2428  5.4508  -0.107
H  2.5183  -2.4588  7.5071  0.560
H  1.7346  -3.9319  5.6905  0.563
H  1.8677  -2.6178  4.6034  -0.830
H  0.2345  -2.4114  7.9190  0.486
H  -0.3726  -3.9372  7.3679  0.307
H  -1.2773  -2.3117  7.2809  0.261
H  4.4937  -2.1735  6.7007  0.189
H  4.0936  -3.4018  6.1146  0.328
C  3.6471  4.3976  -1.0182  -1.165
C  4.1905  3.0007  -1.4476  0.910
C  5.6946  2.9203  -1.7143  -1.324
O  5.9315  1.5507  -2.1511  -0.040
C  7.3740  1.1665  -2.0487  -1.074
N  3.7519  2.1198  -0.3372  0.874
H  3.7001  5.1098  -1.8417  0.556
H  4.3663  4.8263  -0.3203  0.456
H  2.5988  4.3167  -0.7309  -0.242
H  3.6777  2.6814  -2.3549  -0.182
H  6.1773  3.2270  -0.7863  0.347
H  5.9297  3.6503  -2.4889  0.408
H  7.5048  0.0856  -2.1004  0.266
H  7.7339  1.3668  -1.0395  0.429
H  7.9201  1.5186  -2.9239  0.315
H  3.8748  2.5717  0.5577  0.107
H  4.3972  1.3548  -0.4733  -0.504
C  -2.0346  1.4602  -4.4701  -0.279
C  -2.2363  2.2207  -5.8204  0.505
C  -3.5780  1.8542  -6.5034  -0.713
O  -3.6568  2.1807  -7.8554  -0.429
C  -3.2485  1.2333  -8.8116  -0.762
N  -2.1245  3.6076  -5.4295  -0.680
H  -1.1016  1.8227  -4.0385  -0.148
H  -1.8392  0.3984  -4.6196  0.412
H  -2.9520  1.6200  -3.9035  -0.293
H  -1.5031  1.8550  -6.5393  0.361
H  -4.4627  2.2918  -6.0410  0.136
H  -3.7045  0.7730  -6.4464  0.414
H  -2.4733  0.5133  -8.5497  0.321
H  -2.7064  1.7942  -9.5729  0.315
H  -4.1226  0.7784  -9.2777  0.289
H  -2.9011  3.9004  -4.8539  0.181
H  -2.1859  4.2251  -6.2264  0.309
C  1.7032  8.0693  2.6485  -1.650
C  1.6750  7.6204  1.1575  0.224
C  3.2065  7.7786  0.6859  -0.768
O  3.3945  7.5117  -0.6759  -0.325
C  4.7032  7.7733  -0.9837  -0.843
N  1.1344  6.2801  1.2618  -0.512
H  2.5698  7.8210  3.2612  0.377
H  0.8079  7.8406  3.2267  0.400
H  1.7253  9.1590  2.6581  0.458
H  1.0018  8.1456  0.4800  0.494
H  3.7677  7.1021  1.3306  0.313
H  3.6616  8.7377  0.9332  0.537
H  4.8346  8.8548  -1.0187  0.339
H  4.8718  7.2345  -1.9161  0.254
H  5.2943  7.2529  -0.2302  0.395
H  1.7945  5.7941  1.8519  0.196
H  1.3393  5.8677  0.3629  0.152
C  -5.6178  1.9118  -2.5710  -0.891
C  -6.4693  2.9225  -2.7946  0.476
C  -6.0386  4.3256  -2.4843  0.495
O  -6.6516  5.3163  -2.8906  -0.620
C  -4.8399  4.3724  -1.5753  -0.894
C  -4.0676  3.2686  -1.3760  -0.088
C  -4.3636  1.9230  -1.8315  1.037
O  -3.7085  0.9162  -1.6586  -0.242
O  -3.0668  3.2285  -0.4801  0.115
O  -7.6343  2.8545  -3.5096  -0.577
H  -6.0816  0.9522  -2.7454  0.336
H  -4.6648  5.2364  -0.9514  0.499
H  -2.9865  4.1024  -0.0908  0.176
H  -8.0503  3.7183  -3.4600  0.334
C  -2.6979  -5.2213  1.8145  -1.104
C  -3.4858  -5.6526  2.8290  0.174
C  -3.2710  -5.2854  4.2806  0.507
O  -3.7229  -5.8994  5.2394  -0.646
C  -2.4177  -4.1013  4.2888  -0.949
C  -1.7713  -3.4796  3.2356  0.681
C  -1.9080  -3.9689  1.8214  0.899
O  -1.3582  -3.5140  0.8274  -0.407
O  -1.0234  -2.3300  3.4527  0.409
O  -4.2795  -6.7394  2.6033  -0.556
H  -2.8721  -5.5885  0.8138  0.479
H  -2.1365  -3.7379  5.2661  0.583
H  -0.8469  -2.3153  4.3962  -0.481
H  -4.6506  -6.9404  3.4655  0.354
C  5.5317  -2.7833  3.1613  -0.624
C  5.1857  -1.5260  2.8519  0.907
C  5.7418  -0.7679  1.6403  0.613
O  5.6304  0.3979  1.2577  -0.730
C  6.8271  -1.5083  0.9988  -1.008
C  6.9858  -2.7969  1.1851  0.516
C  6.3672  -3.6362  2.2487  0.564
O  6.5181  -4.8277  2.4862  -0.661
O  7.8953  -3.4889  0.4482  -0.600
O  4.2190  -0.8898  3.6132  -0.320
H  4.9943  -3.3104  3.9357  0.245
H  7.5041  -1.0100  0.3208  0.431
H  7.9433  -4.3432  0.8836  0.331
H  4.1557  -1.3892  4.4306  0.438
C  2.1315  -5.5757  -0.4139  -0.912
C  1.8764  -5.9322  0.8759  0.322
C  2.0688  -5.0128  2.0518  0.153
O  1.8040  -5.4079  3.1727  -0.671
C  2.5101  -3.6651  1.6866  0.531
C  2.7519  -3.2862  0.4606  -0.401
C  2.6626  -4.2472  -0.6999  0.551
O  2.7021  -3.9940  -1.9188  -0.522
O  3.1132  -2.0378  0.1311  0.891
O  1.4829  -7.2083  1.1382  -0.586
H  2.1001  -6.2935  -1.2202  0.538
H  2.4898  -2.8858  2.4339  0.241
H  3.3398  -1.9871  -0.8004  -0.537
H  1.1076  -7.3647  2.0078  0.330

frontier orbital gap = 4.973 eV
E_LUMO = -2.188 eV
spin multiplicity = 1


C21H13N5O6RhS2 as an isolated structure, computed with ωB97M-V with the def2-TZVPD basis set.

Last column: Mulliken charge in e.
Positions of all 48 atoms, in Å:
Rh  0.1325  1.0013  -0.9251  0.234
O  1.3178  4.5406  -1.7746  -0.702
S  0.4014  3.6632  -1.0932  1.236
O  -0.6025  4.3117  -0.3046  -0.582
O  1.1914  2.6099  -0.2563  -0.608
O  -0.1991  2.6387  -2.1016  -0.554
C  -2.5506  -2.1217  -2.2549  -1.010
C  -1.9295  -2.5753  -3.4030  -0.324
C  -0.7553  -1.9716  -3.8201  -1.017
C  -0.2330  -0.9282  -3.0732  0.882
N  -0.8550  -0.4877  -1.9624  0.357
C  -1.9826  -1.0711  -1.5560  0.060
C  1.0420  -0.2475  -3.4034  0.816
C  1.7189  -0.4074  -4.6023  -0.917
C  2.8941  0.3005  -4.8016  -0.354
C  3.3554  1.1522  -3.8132  -0.907
C  2.6263  1.2645  -2.6412  -0.233
N  1.5119  0.5674  -2.4513  0.270
H  -3.4567  -2.5769  -1.8826  0.419
H  -2.3412  -3.4035  -3.9642  0.420
H  -0.2395  -2.3295  -4.6988  0.319
H  -2.4078  -0.6638  -0.6467  0.312
H  1.3365  -1.0531  -5.3790  0.342
H  3.4348  0.1943  -5.7329  0.413
H  4.2543  1.7370  -3.9434  0.406
H  2.9009  1.9347  -1.8358  0.590
N  0.5165  -0.4834  0.4398  -0.445
C  0.2444  -1.3221  1.1852  0.759
C  -0.0890  -2.3608  2.0468  -0.473
C  -0.4620  -3.5943  1.4627  0.075
N  -0.7630  -4.6022  0.9839  -0.567
C  -0.1449  -2.1533  3.4412  0.335
N  -0.1837  -1.9604  4.5803  -0.435
O  -0.1346  -0.9443  6.3688  -0.745
C  0.0911  0.3280  5.9719  0.368
O  0.6616  1.0979  6.6994  -0.617
C  -0.4096  0.6813  4.6151  0.644
C  -1.5305  0.0635  4.0747  -1.039
C  -1.9397  0.3707  2.7901  -0.345
C  -1.2168  1.2686  2.0048  0.496
S  -1.7374  1.5066  0.3352  -0.182
C  -0.1178  1.9240  2.5645  -0.091
C  0.2660  1.6406  3.8640  -1.189
H  -0.2756  -1.5234  5.6039  0.853
H  -2.0856  -0.6683  4.6488  0.442
H  -2.8095  -0.1204  2.3720  0.338
H  0.4337  2.6341  1.9658  0.487
H  1.1210  2.1390  4.3024  0.463

frontier orbital gap = 6.060 eV
E_LUMO = 1.034 eV
charge = -1
spin multiplicity = 1